# 1
A 2-piece molecular cluster, C7H11N2 overall in a non-equilibrium geometry. Source: OMol25; level of theory: ωB97M-V/def2-TZVPD.

Summary:
frontier orbital gap	6.5	eV
LUMO	-5.4076	eV
total charge	+1
energy relative to the best compared isomer or geometry (same formula, charge and spin)	7.107	eV

Geometry (Å):
C: -0.260 -1.563 -0.853
C: 1.397 -1.086 1.159
C: -1.602 2.040 3.492
C: 0.443 -1.369 0.318
C: 1.403 0.248 -1.971
C: -0.962 -0.398 -1.468
C: 0.274 -0.716 -2.146
N: -1.507 1.384 2.442
N: -1.330 0.903 1.438
H: 1.420 -0.561 2.092
H: 2.403 -1.380 0.904
H: -1.108 3.005 3.641
H: -2.472 1.825 4.193
H: 1.488 0.892 -1.108
H: 1.150 1.046 -2.797
H: 2.363 -0.212 -2.173
H: -0.893 0.579 -1.164
H: -2.047 -0.673 -1.938
H: 0.502 -1.386 -2.982
H: -0.662 -2.576 -1.079

The net atomic charges from Löwdin, expressed in e, are: atom 1 (C): -0.165, atom 2 (C): 0.129, atom 3 (C): -0.042, atom 4 (C): 0.096, atom 5 (C): -0.058, atom 6 (C): -0.085, atom 7 (C): -0.200, atom 8 (N): -0.214, atom 9 (N): 0.207, atom 10 (H): 0.094, atom 11 (H): 0.113, atom 12 (H): 0.086, atom 13 (H): 0.106, atom 14 (H): 0.083, atom 15 (H): 0.149, atom 16 (H): 0.088, atom 17 (H): 0.074, atom 18 (H): 0.204, atom 19 (H): 0.164, atom 20 (H): 0.172



# 2
An isolated ion of composition C7H11N2 and charge +1 in a non-equilibrium geometry. Source: OMol25; level of theory: ωB97M-V/def2-TZVPD.

Summary:
frontier orbital gap	9.5	eV
structure (SMILES)	C[NH2+][C@H]1[C@@H]2C=CC=N[C@@H]21
LUMO	-3.5119	eV
total charge	+1
energy relative to the best compared isomer or geometry (same formula, charge and spin)	4.137	eV

Geometry (Å):
C: -0.199 1.507 -2.199
N: -0.095 1.844 -0.777
C: -0.456 0.622 -0.046
C: 0.723 -0.382 0.102
C: 0.342 -1.760 0.072
C: -0.310 -2.338 1.068
C: -0.581 -1.580 2.301
N: -0.366 -0.379 2.494
C: 0.374 0.309 1.392
H: 0.603 0.867 -2.495
H: -1.073 0.896 -2.490
H: -0.185 2.515 -2.755
H: -0.532 2.653 -0.468
H: 0.965 2.089 -0.734
H: -1.348 0.196 -0.379
H: 1.750 -0.065 -0.138
H: 0.698 -2.407 -0.738
H: -0.443 -3.419 0.901
H: -0.856 -2.244 3.099
H: 0.990 1.078 1.790

The net atomic charges from Löwdin, expressed in e, are: atom 1 (C): -0.018, atom 2 (N): 0.023, atom 3 (C): -0.086, atom 4 (C): -0.215, atom 5 (C): -0.076, atom 6 (C): -0.024, atom 7 (C): -0.158, atom 8 (N): 0.106, atom 9 (C): -0.089, atom 10 (H): 0.096, atom 11 (H): 0.120, atom 12 (H): 0.145, atom 13 (H): 0.151, atom 14 (H): 0.229, atom 15 (H): 0.136, atom 16 (H): 0.162, atom 17 (H): 0.129, atom 18 (H): 0.126, atom 19 (H): 0.117, atom 20 (H): 0.126



# 3
A 2-piece molecular cluster, C7H11N2 overall. Source: OMol25; level of theory: ωB97M-V/def2-TZVPD.

Summary:
frontier orbital gap	11.3	eV
LUMO	-2.9161	eV
total charge	+1
energy relative to the best compared isomer or geometry (same formula, charge and spin)	2.282	eV

Geometry (Å):
C: 2.313 0.962 -0.955
C: 1.097 0.890 -1.564
C: 0.896 0.032 0.433
C: -0.376 -2.270 2.691
C: -0.355 -2.792 1.615
C: -2.001 1.275 -0.411
C: -1.181 0.089 -0.907
N: 2.161 0.422 0.285
N: 0.234 0.304 -0.686
H: 3.246 1.343 -1.321
H: 0.791 1.200 -2.544
H: 0.481 -0.477 1.288
H: -1.477 -0.821 -0.379
H: -0.408 -1.816 3.638
H: -0.336 -3.297 0.693
H: -1.846 1.444 0.653
H: -1.738 2.181 -0.951
H: -3.054 1.069 -0.574
H: -1.339 -0.051 -1.979
H: 2.891 0.312 0.975

The net atomic charges from Löwdin, expressed in e, are: atom 1 (C): -0.017, atom 2 (C): 0.002, atom 3 (C): -0.031, atom 4 (C): 0.018, atom 5 (C): 0.005, atom 6 (C): -0.048, atom 7 (C): -0.160, atom 8 (N): 0.127, atom 9 (N): -0.052, atom 10 (H): 0.137, atom 11 (H): 0.144, atom 12 (H): 0.113, atom 13 (H): 0.121, atom 14 (H): 0.030, atom 15 (H): 0.031, atom 16 (H): 0.083, atom 17 (H): 0.084, atom 18 (H): 0.088, atom 19 (H): 0.136, atom 20 (H): 0.187



# 4
An isolated ion of composition C7H11N2 and charge +1 in a non-equilibrium geometry. Source: OMol25; level of theory: ωB97M-V/def2-TZVPD.

Summary:
frontier orbital gap (alpha / beta)	6.6 / 8.2	eV
2S+1	3
LUMO (alpha / beta)	-3.3758 / -5.4212	eV
total charge	+1
energy relative to the best compared isomer or geometry (same formula, charge and spin)	4.892	eV

Geometry (Å):
C: -0.047 -2.162 -1.038
C: -0.956 -0.302 0.629
C: 1.005 0.849 0.057
C: 0.959 0.293 -1.368
C: 0.976 -1.102 -0.671
C: -0.702 -0.868 -0.641
C: 0.081 1.294 2.284
N: -0.025 0.847 0.922
N: -0.455 0.259 -1.733
H: -0.159 -2.392 -2.064
H: -0.221 -2.994 -0.363
H: -1.940 0.251 0.769
H: -0.659 -1.076 1.350
H: 1.909 1.291 0.239
H: 1.751 0.717 -2.103
H: 0.478 2.281 2.359
H: -0.955 1.109 2.834
H: 0.735 0.687 2.979
H: -1.006 1.148 -1.718
H: -0.770 -0.132 -2.723

The net atomic charges from Löwdin, expressed in e, are: atom 1 (C): -0.003, atom 2 (C): -0.118, atom 3 (C): -0.119, atom 4 (C): -0.190, atom 5 (C): 0.107, atom 6 (C): -0.231, atom 7 (C): -0.050, atom 8 (N): -0.160, atom 9 (N): 0.147, atom 10 (H): 0.107, atom 11 (H): 0.135, atom 12 (H): 0.162, atom 13 (H): 0.158, atom 14 (H): 0.097, atom 15 (H): 0.189, atom 16 (H): 0.081, atom 17 (H): 0.139, atom 18 (H): 0.110, atom 19 (H): 0.201, atom 20 (H): 0.236



# 5
A 2-piece molecular cluster, C7H11N2O2 overall in a non-equilibrium geometry. Source: OMol25; level of theory: ωB97M-V/def2-TZVPD.

Summary:
frontier orbital gap	8.5	eV
LUMO	3.8641	eV
total charge	-1
energy relative to the best compared isomer or geometry (same formula, charge and spin)	0.849	eV

Geometry (Å):
C: 1.928 1.896 0.128
C: 0.999 2.046 1.391
C: 1.915 0.384 -0.353
O: 2.344 -0.405 0.544
O: 1.654 0.129 -1.537
H: 1.482 2.410 -0.736
H: 2.972 2.186 0.189
H: 0.186 2.747 1.231
H: 1.599 2.286 2.252
H: 0.592 1.044 1.448
C: -3.131 0.220 -1.089
C: -0.871 -0.993 -0.951
C: -1.964 -0.412 -0.420
C: -0.998 -1.493 1.160
N: -0.141 -1.545 0.098
N: -2.057 -0.726 0.939
H: -0.390 -0.977 -1.913
H: 0.898 -1.506 0.152
H: -3.984 0.283 -0.410
H: -3.373 -0.433 -1.929
H: -0.827 -1.950 2.121
H: -2.890 1.237 -1.439

The net atomic charges from Löwdin, expressed in e, are: atom 1 (C): -0.162, atom 2 (C): -0.092, atom 3 (C): -0.739, atom 4 (O): -0.109, atom 5 (O): -0.061, atom 6 (H): 0.082, atom 7 (H): 0.084, atom 8 (H): 0.052, atom 9 (H): 0.049, atom 10 (H): 0.042, atom 11 (C): -0.072, atom 12 (C): -0.093, atom 13 (C): -0.384, atom 14 (C): -0.228, atom 15 (N): 0.058, atom 16 (N): 0.067, atom 17 (H): 0.103, atom 18 (H): 0.106, atom 19 (H): 0.062, atom 20 (H): 0.066, atom 21 (H): 0.098, atom 22 (H): 0.069



# 6
A 2-piece molecular cluster, C7H11N2O2 overall in a non-equilibrium geometry. Source: OMol25; level of theory: ωB97M-V/def2-TZVPD.

Summary:
frontier orbital gap (alpha / beta)	9.1 / 5.1	eV
2S+1	2
LUMO (alpha / beta)	0.8628 / -3.1210	eV
energy relative to the best compared isomer or geometry (same formula, charge and spin)	1.839	eV

Geometry (Å):
C: 2.063 1.957 -0.188
C: 2.985 1.041 -1.023
O: 3.483 1.485 -2.092
O: 3.252 -0.039 -0.546
H: 2.567 2.260 0.702
H: 1.269 1.297 0.086
H: 1.831 2.792 -0.714
C: -1.808 0.421 0.555
C: -2.194 1.077 -0.816
C: -1.079 -0.820 0.465
C: -1.155 -1.920 1.392
C: 0.342 -2.391 -0.282
N: -0.177 -1.225 -0.561
N: -0.213 -2.856 0.994
H: -1.056 1.071 1.194
H: -2.765 0.256 1.011
H: -2.726 0.381 -1.397
H: -1.567 -1.816 2.328
H: 1.366 -2.600 -0.491
H: -0.074 -3.832 1.300
H: -1.292 1.680 -1.288
H: -3.053 1.780 -0.630

The net atomic charges from Löwdin, expressed in e, are: atom 1 (C): 0.050, atom 2 (C): -0.643, atom 3 (O): 0.282, atom 4 (O): 0.093, atom 5 (H): 0.087, atom 6 (H): 0.065, atom 7 (H): 0.042, atom 8 (C): -0.238, atom 9 (C): -0.104, atom 10 (C): -0.307, atom 11 (C): -0.055, atom 12 (C): -0.158, atom 13 (N): 0.076, atom 14 (N): 0.027, atom 15 (H): 0.144, atom 16 (H): 0.097, atom 17 (H): 0.042, atom 18 (H): 0.081, atom 19 (H): 0.101, atom 20 (H): 0.142, atom 21 (H): 0.106, atom 22 (H): 0.070



# 7
An isolated ion of composition C7H11N2O2 and charge +1 in a non-equilibrium geometry. Source: OMol25; level of theory: ωB97M-V/def2-TZVPD.

Summary:
frontier orbital gap	8.9	eV
LUMO	-4.2389	eV
total charge	+1
energy relative to the best compared isomer or geometry (same formula, charge and spin)	4.147	eV

Geometry (Å):
C: -0.819 1.506 -1.215
C: 3.081 -0.897 -0.739
C: 1.759 -1.032 -0.593
C: -1.461 -0.562 -0.122
C: -0.149 1.849 1.032
C: 0.971 0.799 1.052
C: -2.573 -1.570 0.127
N: -0.239 2.267 -0.407
N: 0.753 -0.161 -0.059
O: -1.754 0.406 -0.900
O: -0.383 -1.003 0.362
H: -1.054 1.842 -2.272
H: 3.600 -1.696 -1.353
H: 3.618 0.066 -0.518
H: 1.324 -2.048 -0.751
H: -1.016 1.315 1.245
H: 0.146 2.708 1.541
H: 1.785 1.433 0.913
H: 0.884 0.299 2.016
H: -2.065 -2.401 0.533
H: -3.258 -1.238 0.872
H: -3.150 -1.884 -0.766

The net atomic charges from Löwdin, expressed in e, are: atom 1 (C): -0.084, atom 2 (C): 0.043, atom 3 (C): -0.151, atom 4 (C): -0.349, atom 5 (C): -0.105, atom 6 (C): -0.082, atom 7 (C): 0.097, atom 8 (N): 0.118, atom 9 (N): -0.057, atom 10 (O): 0.158, atom 11 (O): 0.125, atom 12 (H): 0.173, atom 13 (H): 0.095, atom 14 (H): 0.084, atom 15 (H): 0.136, atom 16 (H): 0.091, atom 17 (H): 0.116, atom 18 (H): 0.118, atom 19 (H): 0.147, atom 20 (H): 0.088, atom 21 (H): 0.104, atom 22 (H): 0.134



# 8
C7H11N2O2Si as an isolated structure in a non-equilibrium geometry. Source: OMol25; level of theory: ωB97M-V/def2-TZVPD.

Summary:
frontier orbital gap (alpha / beta)	4.7 / 5.6	eV
2S+1	3
LUMO (alpha / beta)	3.5686 / 0.5963	eV
total charge	-1

Geometry (Å):
C: 0.212 1.294 1.966
C: 0.646 0.561 0.941
C: -2.153 -0.062 0.958
C: 2.202 0.232 1.022
C: -0.440 -2.118 -0.156
C: 1.333 -0.414 -1.839
C: -1.440 0.520 -1.734
N: -2.042 0.756 1.815
N: -1.167 1.430 2.605
O: 2.916 1.257 0.817
O: 2.320 -0.881 1.516
Si: -0.201 -0.244 -0.537
H: 0.958 1.610 2.675
H: 0.474 -2.515 -0.419
H: -0.731 -2.323 0.929
H: -1.196 -2.411 -0.933
H: 1.944 -1.274 -1.583
H: 0.865 -0.396 -2.962
H: 1.860 0.582 -1.796
H: -1.108 1.448 -2.259
H: -1.375 -0.138 -2.592
H: -2.474 0.806 -1.490
H: -1.402 2.280 3.054

The net atomic charges from Löwdin, expressed in e, are: atom 1 (C): -0.045, atom 2 (C): -0.109, atom 3 (C): -0.139, atom 4 (C): -0.745, atom 5 (C): -0.202, atom 6 (C): -0.204, atom 7 (C): -0.236, atom 8 (N): -0.190, atom 9 (N): 0.032, atom 10 (O): 0.003, atom 11 (O): 0.028, atom 12 (Si): 0.449, atom 13 (H): 0.102, atom 14 (H): -0.040, atom 15 (H): 0.047, atom 16 (H): 0.038, atom 17 (H): -0.002, atom 18 (H): 0.055, atom 19 (H): 0.017, atom 20 (H): 0.029, atom 21 (H): 0.001, atom 22 (H): 0.011, atom 23 (H): 0.097



Please write out number 1 again, unchanged.
A 2-piece molecular cluster, C7H11N2 overall in a non-equilibrium geometry. Source: OMol25; level of theory: ωB97M-V/def2-TZVPD.

Summary:
frontier orbital gap	6.5	eV
LUMO	-5.4076	eV
total charge	+1
energy relative to the best compared isomer or geometry (same formula, charge and spin)	7.107	eV

Geometry (Å):
C: -0.260 -1.563 -0.853
C: 1.397 -1.086 1.159
C: -1.602 2.040 3.492
C: 0.443 -1.369 0.318
C: 1.403 0.248 -1.971
C: -0.962 -0.398 -1.468
C: 0.274 -0.716 -2.146
N: -1.507 1.384 2.442
N: -1.330 0.903 1.438
H: 1.420 -0.561 2.092
H: 2.403 -1.380 0.904
H: -1.108 3.005 3.641
H: -2.472 1.825 4.193
H: 1.488 0.892 -1.108
H: 1.150 1.046 -2.797
H: 2.363 -0.212 -2.173
H: -0.893 0.579 -1.164
H: -2.047 -0.673 -1.938
H: 0.502 -1.386 -2.982
H: -0.662 -2.576 -1.079

The net atomic charges from Löwdin, expressed in e, are: atom 1 (C): -0.165, atom 2 (C): 0.129, atom 3 (C): -0.042, atom 4 (C): 0.096, atom 5 (C): -0.058, atom 6 (C): -0.085, atom 7 (C): -0.200, atom 8 (N): -0.214, atom 9 (N): 0.207, atom 10 (H): 0.094, atom 11 (H): 0.113, atom 12 (H): 0.086, atom 13 (H): 0.106, atom 14 (H): 0.083, atom 15 (H): 0.149, atom 16 (H): 0.088, atom 17 (H): 0.074, atom 18 (H): 0.204, atom 19 (H): 0.164, atom 20 (H): 0.172